# 1
A single C4H10O3 molecule, computed with the ωB97M-V functional and the def2-TZVPD basis.

CARTESIAN COORDINATES (ANGSTROEM)
C 2.7654 0.1295 -0.2041
O 1.5557 0.3000 0.4918
C 0.4237 0.0242 -0.2871
C -0.7798 -0.1713 0.6021
O -1.2093 1.0480 1.1986
C -1.9160 -0.6629 -0.3049
O -3.1726 -0.2876 0.1814
H 3.5761 0.1685 0.5271
H 2.9146 0.9180 -0.9542
H 2.7970 -0.8476 -0.7102
H 0.1663 0.8376 -0.9934
H 0.5819 -0.8782 -0.8999
H -0.5343 -0.8855 1.3993
H -0.5317 1.7210 1.0714
H -1.8812 -1.7557 -0.3819
H -1.7333 -0.2441 -1.3156
H -3.0227 0.5859 0.5795

Properties
HOMO energy = -0.365 hartree
ΔE to the lowest compared entry with this formula, charge and spin = 1.6460 eV
Energy = -10451.598 eV
SMILES string = COC[C@@H](O)CO

These are the Mulliken partial charges, in e, on atoms 1 to 4: -0.7119 -0.3026 -0.9902 0.5623

***

# 2
3 unconnected molecules or ions with the total composition C4H10O3, computed with the ωB97M-V functional and the def2-TZVPD basis.

CARTESIAN COORDINATES (ANGSTROEM)
C -1.6371 -0.4722 -0.7862
C -1.9396 -1.2984 -1.8262
C -1.2171 -2.5429 -2.0220
C -1.3161 -3.6569 -1.2729
O -0.2486 -2.3744 -3.0030
H -1.7111 -0.6271 0.2946
H -1.7015 0.6198 -0.8894
H -2.7002 -0.9170 -2.4949
H -1.1781 -4.6117 -1.7930
H -1.5561 -3.6033 -0.2190
H 0.2149 -3.2276 -2.9872
O 3.6783 3.4109 0.7831
H 4.6048 3.5643 0.9808
H 3.7118 2.4735 0.9812
O 1.2714 4.6709 4.8546
H 1.2435 4.1519 4.0612
H 0.4808 4.4402 5.3383

Properties
HOMO energy = -0.305 hartree
ΔE to the lowest compared entry with this formula, charge and spin = 4.4752 eV
Energy = -10448.768 eV
SMILES string = C=CC(=C)O.O.O

These are the Mulliken partial charges, in e, on atoms 1 to 4: -0.7087 -0.3724 0.6697 -0.8548

***

# 3
A single C4H10O3 molecule, computed with the ωB97M-V functional and the def2-TZVPD basis.

CARTESIAN COORDINATES (ANGSTROEM)
C -1.6787 -1.6204 0.6205
O -1.5971 -0.2249 0.7079
C -1.0692 0.3033 -0.4480
C 0.4665 1.1372 -0.0299
O 0.7433 0.7487 1.2743
C 1.7303 0.7950 -0.8563
O 2.1490 -0.5267 -0.6202
H -1.9175 -1.9151 1.6373
H -0.7232 -2.0265 0.2756
H -2.4245 -1.9067 -0.1288
H -0.2435 -0.2054 -0.8977
H -1.7486 1.0563 -0.8227
H 0.2415 2.1924 -0.1399
H -0.1133 0.3962 1.5843
H 2.5263 1.5114 -0.5738
H 1.5403 0.8857 -1.9294
H 2.1184 -0.6005 0.3468

Properties
HOMO energy = -0.337 hartree
ΔE to the lowest compared entry with this formula, charge and spin = 3.4418 eV
Energy = -10449.802 eV
SMILES string = COC[C@@H](O)CO

These are the Mulliken partial charges, in e, on atoms 1 to 4: -0.5735 -0.4450 -0.6697 0.1185

***

# 4
2 unconnected molecules or ions with the total composition C4H10O3S, computed with the ωB97M-V functional and the def2-TZVPD basis.

CARTESIAN COORDINATES (ANGSTROEM)
C -0.9121 1.2027 -0.0232
C -2.3448 -0.8285 0.1363
C 3.0901 0.5668 -0.4931
C -1.0427 -0.2822 -0.4603
O 1.5169 -1.1090 -0.6507
O 0.5307 -0.9071 1.6056
O 3.0830 0.8997 0.7073
S 0.3004 -1.4935 0.0978
H -1.4192 1.2914 0.9475
H 0.0014 1.7677 -0.0265
H -1.5125 1.9674 -0.7496
H -2.6330 -1.8773 -0.0614
H -3.1118 -0.2684 -0.2468
H -2.5049 -0.7164 1.1659
H 2.6508 1.0694 -1.4560
H 3.7521 -0.2431 -0.8846
H -0.8886 -0.2994 -1.5060
H 1.4442 -0.7401 1.8976

Properties
HOMO energy = -0.343 hartree
ΔE to the lowest compared entry with this formula, charge and spin = 3.2241 eV
Energy = -21285.163 eV

These are the Mulliken partial charges, in e, on atoms 1 to 4: -1.1672 -1.5793 0.1157 0.3387